Record 1
Below is a structure of composition H26NeO13 at a distorted geometry, with properties calculated with ωB97M-V/def2-TZVPD.

Computed properties:
HOMO-LUMO gap ... 9.93 eV
Relative energy (zero: lowest compared OMol25 entry of this formula, charge and spin) ... 0.944 eV
Lowest unoccupied orbital energy ... -0.2 eV
Energy ... -1122.6654 Eh

```
40
H26NeO13, DFT ωB97M-V/def2-TZVPD
Ne 6.219 -13.473 -6.888
O 4.105 -10.946 -6.897
H 3.652 -10.153 -6.613
H 4.081 -11.524 -6.134
O 9.597 -12.873 -8.092
H 10.254 -12.183 -8.004
H 8.764 -12.406 -8.150
O 7.336 -15.255 -10.938
H 8.251 -15.219 -10.662
H 6.860 -15.536 -10.157
O 7.550 -14.362 -3.493
H 7.912 -13.799 -4.176
H 7.978 -14.069 -2.688
O 4.047 -12.526 -4.618
H 4.450 -12.529 -3.750
H 3.141 -12.795 -4.463
O 5.922 -17.050 -9.181
H 6.094 -16.853 -8.261
H 6.585 -17.700 -9.415
O 8.741 -12.845 -5.410
H 8.468 -11.937 -5.276
H 8.985 -12.888 -6.334
O 9.512 -16.217 -6.410
H 8.576 -16.330 -6.245
H 9.711 -16.847 -7.103
O 7.052 -11.135 -7.429
H 6.114 -10.961 -7.353
H 7.464 -10.491 -6.853
O 6.678 -16.669 -6.567
H 6.998 -17.542 -6.340
H 6.203 -16.378 -5.788
O 7.687 -10.870 -10.140
H 7.617 -9.954 -10.409
H 7.472 -10.863 -9.207
O 4.166 -15.582 -5.384
H 3.850 -15.855 -4.522
H 4.152 -14.625 -5.352
O 5.621 -12.679 -2.497
H 6.058 -11.878 -2.208
H 6.284 -13.142 -3.010
```


Record 2
Below is a cluster of 13 separate species, H26O13 in total at a distorted geometry, with properties calculated with ωB97M-V/def2-TZVPD.

Computed properties:
HOMO-LUMO gap ... 10.20 eV
Relative energy (zero: lowest compared OMol25 entry of this formula, charge and spin) ... 2.575 eV
Lowest unoccupied orbital energy ... -0.2 eV
Energy ... -993.6786 Eh

```
39
H26O13, DFT ωB97M-V/def2-TZVPD
O 2.744 -2.495 0.454
H 1.956 -3.050 0.436
H 3.159 -2.643 -0.399
O -1.218 0.144 1.507
H -1.397 -0.183 0.616
H -0.260 0.270 1.528
O -2.165 -1.128 -1.278
H -1.253 -1.260 -1.536
H -2.628 -1.954 -1.153
O 0.259 -4.034 1.410
H -0.642 -4.330 1.492
H 0.541 -3.341 2.003
O -1.382 2.792 -2.580
H -2.238 2.847 -3.017
H -1.249 1.850 -2.438
O 1.489 1.836 3.205
H 1.688 1.396 2.346
H 2.117 1.395 3.787
O -3.065 1.788 -1.069
H -2.306 2.337 -0.833
H -3.433 1.730 -0.173
O -2.050 -0.335 3.911
H -1.178 -0.209 4.290
H -1.937 -0.391 2.933
O 1.572 1.125 -1.856
H 0.927 1.097 -2.572
H 1.122 1.468 -1.070
O -0.471 -0.824 -3.747
H -0.434 -1.696 -4.140
H -1.118 -0.268 -4.188
O 1.967 0.158 1.255
H 1.945 -0.497 1.959
H 2.565 -0.142 0.560
O 0.657 2.859 0.774
H 0.971 2.700 1.684
H 0.001 3.547 0.929
O 1.778 -1.690 -1.882
H 0.858 -1.823 -1.624
H 1.630 -0.802 -2.262
```


Record 3
Below is a cluster of 13 separate species, H26O13 in total at a distorted geometry, with properties calculated with ωB97M-V/def2-TZVPD.

Computed properties:
HOMO-LUMO gap ... 10.14 eV
Relative energy (zero: lowest compared OMol25 entry of this formula, charge and spin) ... 7.017 eV
Lowest unoccupied orbital energy ... 0.0 eV
Energy ... -993.5153 Eh

```
39
H26O13, DFT ωB97M-V/def2-TZVPD
H 0.283 0.087 -0.114
H 1.583 -0.309 0.167
H 5.774 0.127 -1.551
H 4.598 0.699 -2.339
H -4.235 2.402 -0.727
H -2.965 2.753 -0.247
H -0.948 -2.077 -3.406
H -2.351 -2.029 -2.615
H -0.244 -0.830 2.472
H -0.877 -2.042 2.386
H 2.407 2.422 -1.687
H 0.969 2.348 -1.891
H 2.800 -4.552 -1.054
H 3.549 -3.617 -0.094
H 1.553 -2.450 2.659
H 1.969 -1.365 1.802
H 3.523 3.389 0.789
H 4.671 3.617 0.094
H -3.757 -0.670 -0.745
H -3.714 0.604 -1.607
H -2.732 1.148 -0.317
H -3.849 0.567 0.555
H -0.903 2.289 2.075
H -0.536 0.759 2.317
H -1.807 -2.169 0.859
H -2.033 -2.457 -0.536
O 0.783 -0.325 0.579
O 4.842 0.269 -1.523
O -3.828 2.818 0.070
O -1.876 -1.637 -3.312
O -0.910 -1.338 2.959
O 1.626 1.833 -1.424
O 2.774 -3.786 -0.510
O 1.452 -1.543 2.607
O 3.727 3.522 -0.091
O -3.943 -0.350 -1.557
O -2.897 0.779 0.509
O -0.169 1.602 2.069
O -1.922 -1.674 -0.030
```


Record 4
Below is a cluster of 13 separate species, H26O13 in total at a distorted geometry, with properties calculated with ωB97M-V/def2-TZVPD.

Computed properties:
HOMO-LUMO gap ... 10.35 eV
Relative energy (zero: lowest compared OMol25 entry of this formula, charge and spin) ... 4.601 eV
Lowest unoccupied orbital energy ... -0.2 eV
Energy ... -993.6042 Eh

```
39
H26O13, DFT ωB97M-V/def2-TZVPD
H -0.951 1.013 0.644
H 0.416 0.432 0.324
H 1.761 -1.856 1.257
H 0.681 -2.592 2.032
H -4.230 -1.116 -1.146
H -4.788 -0.149 -0.115
H 3.183 -0.035 -2.171
H 2.965 0.487 -3.581
H -2.258 2.959 -0.258
H -2.848 2.532 1.076
H 1.007 4.886 -0.700
H 0.138 3.873 -1.428
H 4.196 0.851 -0.134
H 4.068 0.310 1.281
H -2.434 1.693 3.809
H -2.642 0.223 4.136
H -0.962 -2.719 1.508
H -1.443 -3.182 0.143
H -1.156 0.400 -2.940
H -0.587 -0.917 -2.439
H 2.727 2.210 0.535
H 1.599 1.968 1.523
H 2.459 -3.103 0.323
H 3.910 -3.534 0.466
H -2.413 -2.320 -2.304
H -3.046 -2.400 -0.924
O -0.427 0.660 -0.084
O 0.967 -1.706 1.783
O -4.020 -0.301 -0.677
O 2.513 0.035 -2.860
O -3.038 2.547 0.132
O 0.474 4.774 -1.495
O 4.717 0.639 0.649
O -2.030 0.825 3.698
O -0.651 -3.119 0.688
O -0.561 0.032 -2.277
O 2.557 2.060 1.471
O 3.180 -3.520 -0.163
O -3.032 -2.841 -1.781
```


Record 5
Below is a cluster of 13 separate species, H26O13 in total at a distorted geometry, with properties calculated with ωB97M-V/def2-TZVPD.

Computed properties:
HOMO-LUMO gap ... 10.20 eV
Relative energy (zero: lowest compared OMol25 entry of this formula, charge and spin) ... 2.160 eV
Lowest unoccupied orbital energy ... -0.1 eV
Energy ... -993.6939 Eh

```
39
H26O13, DFT ωB97M-V/def2-TZVPD
O -1.206 -2.538 -1.127
H -1.536 -3.428 -1.061
H -0.254 -2.611 -1.145
O 0.577 -1.531 1.915
H 0.810 -1.698 1.013
H 0.551 -0.630 1.914
O -1.045 1.169 2.473
H -0.719 1.452 3.303
H -2.012 1.378 2.500
O -0.027 0.399 -0.493
H -0.843 0.091 -0.040
H 0.504 0.847 0.211
O 2.308 1.401 -2.242
H 2.844 1.432 -3.024
H 1.602 0.839 -2.580
O -1.718 3.338 1.121
H -1.280 2.585 1.528
H -2.278 2.822 0.530
O 3.486 -0.670 -0.867
H 2.954 0.039 -1.310
H 3.669 -0.300 -0.007
O 0.857 -0.637 -2.890
H 1.111 -1.495 -3.245
H 0.464 -0.723 -2.024
O -3.017 -1.236 2.955
H -2.610 -1.102 2.040
H -3.901 -0.860 2.880
O 1.537 -2.435 -0.396
H 1.963 -1.716 -0.862
H 1.729 -3.196 -0.874
O -2.588 -0.724 0.401
H -2.231 -1.460 -0.097
H -3.447 -0.468 0.147
O 1.815 1.310 1.285
H 1.759 2.212 1.538
H 2.660 1.035 1.689
O -0.563 2.530 -1.980
H -1.449 2.796 -1.832
H -0.464 1.773 -1.346
```


Record 6
Below is a cluster of 13 separate species, H26O13 in total at a distorted geometry, with properties calculated with ωB97M-V/def2-TZVPD.

Computed properties:
HOMO-LUMO gap ... 10.18 eV
Relative energy (zero: lowest compared OMol25 entry of this formula, charge and spin) ... 4.719 eV
Lowest unoccupied orbital energy ... -0.6 eV
Energy ... -993.5998 Eh

```
39
H26O13, DFT ωB97M-V/def2-TZVPD
H -0.639 -0.008 0.060
H 0.437 -0.145 1.177
H 2.089 -0.196 5.049
H 2.283 0.122 3.654
H -0.466 -1.056 -1.306
H 0.507 -2.095 -1.980
H 2.081 2.401 0.169
H 1.976 2.731 1.619
H -1.880 -1.117 2.593
H -1.827 0.283 2.983
H -3.255 4.908 1.279
H -3.067 4.023 0.061
H 3.305 -2.663 -1.093
H 3.117 -3.747 -1.975
H 2.056 1.287 -4.018
H 1.413 -0.017 -3.666
H 0.241 2.809 -1.777
H -0.833 2.258 -0.942
H -3.022 1.156 -3.116
H -3.156 0.055 -2.098
H -3.397 -3.804 1.024
H -3.159 -2.357 0.542
H 3.977 0.600 -0.131
H 2.940 0.606 0.954
H -0.390 -3.442 -0.610
H -0.864 -3.042 0.837
O -0.222 0.463 0.824
O 2.494 -0.575 4.313
O 0.356 -1.128 -1.779
O 1.870 3.059 0.804
O -2.421 -0.393 2.923
O -2.859 4.039 0.980
O 2.778 -3.421 -1.135
O 1.907 0.743 -3.247
O -0.738 2.754 -1.729
O -2.497 0.424 -2.622
O -3.829 -3.048 0.667
O 3.757 1.055 0.735
O -1.068 -3.519 -0.024
```